Record 1
{
  "formula": "FH14O7",
  "method": "ωB97M-V/def2-TZVPD",
  "e_lumo_ev": 3.610,
  "homo_energy_ev": -6.8,
  "total_charge": -1,
  "species": ["F", "O", "O", "O", "O", "O", "O", "O", "H", "H", "H", "H", "H", "H", "H", "H", "H", "H", "H", "H", "H", "H"],
  "coordinates": [[0.07064, -0.07127, 0.17859], [1.63864, -1.67427, 1.42859], [-0.62536, -2.45727, -0.12741], [1.67664, 2.14073, 0.37559], [1.25664, -0.54227, -2.78241], [-0.67836, 1.15273, -1.98041], [-0.70236, 1.38473, 2.47059], [-2.46236, 0.12073, 0.19959], [1.22064, -1.51127, -2.74441], [-0.55936, 0.96873, 3.35059], [-2.64836, 1.03273, -0.04741], [-1.50236, 0.05873, 0.16359], [0.98564, 2.78673, 0.43559], [-0.38336, -1.47427, -0.06041], [-0.50336, 0.60573, 1.87859], [1.11964, -0.99227, 0.99659], [1.18264, 1.30973, 0.35559], [2.37064, -1.33827, 1.92659], [0.44064, -0.21327, -2.41741], [0.19564, -2.91727, -0.39041], [-1.56336, 0.76973, -2.13141], [-0.52936, 0.86073, -1.07841]],
  "atomic_forces_ev_per_a": [[0.249, 0.709, 0.340], [0.201, -1.682, 0.359], [0.443, 0.210, -0.551], [0.657, -0.179, -0.037], [1.140, -1.169, -0.694], [-1.371, 0.102, -0.831], [0.487, -1.693, 0.543], [-1.290, 0.259, -0.310], [-0.108, 0.569, 0.134], [-0.203, 0.653, -0.780], [-0.043, -0.036, 0.225], [0.365, -0.207, 0.306], [-0.480, 0.562, 0.136], [-0.148, -1.758, -0.192], [-0.268, 1.180, 0.334], [0.057, 0.764, -0.099], [0.029, -0.255, -0.101], [0.294, 0.721, 0.070], [-0.657, 0.454, 0.277], [-0.589, 0.582, 0.426], [0.453, 0.294, -0.165], [0.781, -0.081, 0.610]]
}



Record 2
{
  "formula": "FH2IP2",
  "method": "ωB97M-V/def2-TZVPD",
  "e_lumo_ev": [-1.551, -3.363],
  "homo_energy_ev": [-9.7, -8.8],
  "species": ["I", "P", "P", "F", "H", "H"],
  "coordinates": [[5.04361, 0.44683, -0.28571], [1.10169, -0.69649, 0.34066], [-1.04861, -1.16350, 0.19365], [1.60395, -1.87863, -0.69162], [0.90312, 0.37174, -0.75334], [-1.08711, -0.28440, 1.16565]],
  "atomic_forces_ev_per_a": [[-0.043, -0.013, 0.012], [-0.621, 0.085, -2.470], [0.774, -1.713, -1.670], [0.192, 0.558, 0.524], [0.387, -1.030, 1.363], [-0.690, 2.113, 2.242]]
}



Record 3
{
  "formula": "FH2ISi",
  "method": "ωB97M-V/def2-TZVPD",
  "e_lumo_ev": [-1.947, -0.923],
  "homo_energy_ev": [-10.1, -8.9],
  "species": ["I", "Si", "F", "H", "H"],
  "coordinates": [[2.36920, -0.99526, -0.02850], [0.02178, -0.18010, -0.25352], [0.31420, 1.38064, 0.24212], [-0.33738, -0.25338, -1.64230], [-2.36780, 0.04810, 1.68219]],
  "atomic_forces_ev_per_a": [[-0.733, -0.130, -0.083], [1.526, 1.432, 1.934], [-0.764, -1.324, -0.717], [-0.338, 0.121, -0.876], [0.309, -0.099, -0.257]]
}



Record 4
{
  "formula": "FH2O3PS",
  "method": "ωB97M-V/def2-TZVPD",
  "e_lumo_ev": -1.463,
  "homo_energy_ev": -11.4,
  "smiles": "O=S(=O)(F)OP",
  "species": ["S", "P", "F", "O", "O", "O", "H", "H"],
  "coordinates": [[-1.40627, -1.42026, 2.48721], [0.66633, -0.69709, -0.00725], [0.01427, -2.22486, 2.97316], [-2.51219, -2.31334, 2.93382], [-0.80333, -1.36369, 0.98096], [-1.34977, -0.10125, 3.06530], [1.64545, -0.25681, 1.12516], [0.16524, 0.66274, -0.24010]],
  "atomic_forces_ev_per_a": [[2.360, -0.798, 1.580], [-0.685, 0.515, 2.713], [-2.284, 1.009, -0.013], [3.217, 2.179, -2.767], [-1.078, -0.036, 0.266], [-0.143, -1.391, -0.808], [-1.628, -0.567, -1.431], [0.242, -0.911, 0.459]]
}



Going through the records in order, we get ΔE to the lowest compared entry with this formula, charge and spin values of 56.85 251.30 381.07 257.29 kJ/mol.
Going through the records in order, we get DFT total energy values of -635.04090 -1081.38358 -688.17872 -1066.24530 a.u..